1.
Below is an isolated ion of composition C5H12NO and charge -1 in a non-equilibrium geometry, with properties calculated with ωB97M-V with the def2-TZVPD basis set.

Calculated values
SMILES: C[C@@H](C[O-])N(C)C
Max |F| in eV/Å: 1.6
Gap between HOMO and LUMO in eV: 5.9
Relative energy (zero: lowest compared OMol25 entry of this formula, charge and spin) in eV: 1.213
LUMO energy in eV: 3.91
HOMO energy in eV: -1.966
Calculated total energy in eV: -8915.85018

```
! RIJCOSX wB97M-V def2-TZVPD def2/J DEFGRID3
* xyz -1 1
C -0.546 1.023 1.200
C 0.185 0.773 -0.111
C 1.747 0.950 0.049
O 2.333 0.833 1.283
N -0.061 -0.568 -0.701
C 0.155 -1.636 0.264
C -1.358 -0.617 -1.377
H -0.476 0.178 1.877
H -1.613 1.187 0.984
H -0.209 1.970 1.624
H -0.179 1.505 -0.842
H 2.102 1.873 -0.464
H 2.108 0.139 -0.615
H -0.687 -1.884 0.930
H 0.537 -2.503 -0.291
H 0.996 -1.322 0.887
H -2.099 -0.010 -0.839
H -1.680 -1.659 -1.460
H -1.255 -0.231 -2.397
*
```

2.
Below is an isolated ion of composition C5H12NO and charge -1 in a non-equilibrium geometry, with properties calculated with ωB97M-V with the def2-TZVPD basis set.

Calculated values
SMILES: NCCCCC[O-]
Max |F| in eV/Å: 4.0
Gap between HOMO and LUMO in eV: 6.0
Relative energy (zero: lowest compared OMol25 entry of this formula, charge and spin) in eV: 2.248
LUMO energy in eV: 3.74
HOMO energy in eV: -2.254
Calculated total energy in eV: -8914.81574

```
! RIJCOSX wB97M-V def2-TZVPD def2/J DEFGRID3
* xyz -1 1
N -1.388 1.653 2.117
C -1.685 0.977 0.777
C -0.473 1.345 -0.217
C 0.956 0.792 0.077
C 1.208 -0.718 -0.078
C 0.707 -1.541 -1.434
O 0.763 -2.898 -1.381
H -0.550 1.217 2.564
H -0.900 2.565 1.782
H -1.915 -0.106 0.847
H -2.649 1.290 0.542
H -0.530 2.428 -0.286
H -0.778 0.959 -1.149
H 1.559 1.323 -0.708
H 1.285 1.336 0.965
H 2.293 -1.019 -0.179
H 0.593 -1.228 0.874
H -0.279 -1.304 -1.425
H 1.209 -0.976 -2.349
*
```

3.
Below is a 2-piece molecular cluster, C5H12NO overall in a non-equilibrium geometry, with properties calculated with ωB97M-V with the def2-TZVPD basis set.

Calculated values
Max |F| in eV/Å: 2.2
Gap between HOMO and LUMO (spin up / spin down) in eV: 2.5 / 6.7
Relative energy (zero: lowest compared OMol25 entry of this formula, charge and spin) in eV: 0.437
LUMO energy (spin up / spin down) in eV: 6.92 / 6.80
HOMO energy (spin up / spin down) in eV: 4.455 / 0.109
Calculated total energy in eV: -8912.22043

```
! RIJCOSX wB97M-V def2-TZVPD def2/J DEFGRID3
* xyz -2 2
C -0.141 -0.043 -2.365
O -1.233 0.256 -1.543
C 1.183 0.470 -1.751
H -0.248 0.364 -3.394
H -0.069 -1.154 -2.546
H 2.058 0.218 -2.360
H 1.283 -0.017 -0.712
H 1.090 1.576 -1.636
C -0.675 1.116 1.411
C -0.299 -0.350 1.556
C 0.441 -0.881 2.551
N -0.843 -1.114 0.530
H -1.617 1.161 0.867
H 0.098 1.614 0.807
H -0.801 1.679 2.360
H 0.695 -1.904 2.625
H 0.816 -0.253 3.391
H -1.016 -0.602 -0.436
H -0.722 -2.133 0.646
*
```

4.
Below is a 2-piece molecular cluster, C5H12NO overall in a non-equilibrium geometry, with properties calculated with ωB97M-V with the def2-TZVPD basis set.

Calculated values
Max |F| in eV/Å: 2.6
Gap between HOMO and LUMO (spin up / spin down) in eV: 6.9 / 9.0
Relative energy (zero: lowest compared OMol25 entry of this formula, charge and spin) in eV: 0.858
LUMO energy (spin up / spin down) in eV: 0.84 / 0.79
HOMO energy (spin up / spin down) in eV: -6.098 / -8.208
Calculated total energy in eV: -8914.32884

```
! RIJCOSX wB97M-V def2-TZVPD def2/J DEFGRID3
* xyz 0 2
C 3.107 0.775 0.772
C 1.620 1.017 1.072
C 0.845 -0.251 0.951
C -0.297 -0.377 0.235
N -1.067 -1.572 0.270
C -2.249 -1.549 -0.442
H 3.667 1.690 0.964
H 3.297 0.246 -0.163
H 3.475 0.058 1.510
H 1.171 1.749 0.389
H 1.537 1.335 2.118
H 1.209 -1.164 1.420
H -0.360 0.174 -0.697
H -1.226 -1.958 1.185
H -2.286 -0.961 -1.349
H -3.101 -2.122 -0.102
H -2.875 1.395 -3.360
H -3.668 0.645 -2.219
O -2.799 0.869 -2.555
*
```

5.
Below is C5H12NO in the gas phase in a non-equilibrium geometry, with properties calculated with ωB97M-V with the def2-TZVPD basis set.

Calculated values
Max |F| in eV/Å: 3.9
Gap between HOMO and LUMO (spin up / spin down) in eV: 9.4 / 7.0
Relative energy (zero: lowest compared OMol25 entry of this formula, charge and spin) in eV: 1.601
LUMO energy (spin up / spin down) in eV: 0.99 / -1.39
HOMO energy (spin up / spin down) in eV: -8.426 / -8.421
Calculated total energy in eV: -8913.58561

```
! RIJCOSX wB97M-V def2-TZVPD def2/J DEFGRID3
* xyz 0 2
C 1.828 -1.764 0.475
N 0.665 -0.993 0.826
C 0.187 0.014 -0.142
C -1.340 -0.031 -0.232
C -2.005 1.038 -1.236
O -2.691 0.487 -2.231
C 0.614 1.333 0.602
H 2.691 -1.799 1.151
H 2.315 -1.507 -0.453
H 1.616 -2.881 0.391
H 0.606 -0.767 1.799
H 0.557 -0.084 -1.151
H -1.652 -1.011 -0.638
H -1.983 -0.079 0.661
H -2.589 1.669 -0.583
H -1.050 1.525 -1.578
H 0.703 2.177 -0.086
H 1.619 1.221 1.003
H -0.089 1.452 1.423
*
```

6.
Below is C5H12NO in the gas phase in a non-equilibrium geometry, with properties calculated with ωB97M-V with the def2-TZVPD basis set.

Calculated values
Max |F| in eV/Å: 5.2
Gap between HOMO and LUMO (spin up / spin down) in eV: 10.3 / 7.7
Relative energy (zero: lowest compared OMol25 entry of this formula, charge and spin) in eV: 2.021
LUMO energy (spin up / spin down) in eV: 0.97 / -1.58
HOMO energy (spin up / spin down) in eV: -9.298 / -9.261
Calculated total energy in eV: -8913.16605

```
! RIJCOSX wB97M-V def2-TZVPD def2/J DEFGRID3
* xyz 0 2
C 0.348 -0.023 -2.088
O 0.939 -1.094 -2.546
C -0.515 -0.162 -0.797
C 0.259 0.476 0.377
C 0.887 -0.411 1.463
C -0.698 1.439 1.295
N -0.609 -1.589 -0.459
H 1.263 0.549 -1.772
H -0.284 0.530 -2.822
H -1.545 0.251 -0.950
H 1.264 1.070 0.150
H 0.669 -0.072 2.499
H 0.203 -1.318 1.651
H 1.881 -0.645 1.356
H -1.183 0.892 2.126
H -1.489 1.924 0.654
H -0.126 2.202 1.727
H 0.156 -2.098 -0.973
H -1.419 -1.921 -0.894
*
```

7.
Below is an isolated ion of composition C5H12NO and charge +1, with properties calculated with ωB97M-V with the def2-TZVPD basis set.

Calculated values
SMILES: CC(C)[C@H]([NH3+])C=O
Max |F| in eV/Å: 0.3
Gap between HOMO and LUMO in eV: 10.8
Relative energy (zero: lowest compared OMol25 entry of this formula, charge and spin) in eV: 0.527
LUMO energy in eV: -3.86
HOMO energy in eV: -14.627
Calculated total energy in eV: -8910.10265

```
! RIJCOSX wB97M-V def2-TZVPD def2/J DEFGRID3
* xyz 1 1
C 1.574 0.885 1.313
C 0.454 0.794 0.282
C 0.976 1.027 -1.142
C -0.308 -0.527 0.398
N 0.590 -1.688 0.010
C -1.560 -0.549 -0.479
O -2.377 0.313 -0.391
H 2.034 1.870 1.283
H 2.377 0.159 1.146
H 1.217 0.722 2.332
H -0.290 1.563 0.498
H 0.177 0.969 -1.882
H 1.796 0.350 -1.402
H 1.399 2.028 -1.199
H -0.603 -0.722 1.431
H 0.093 -2.581 0.049
H 0.979 -1.560 -0.929
H 1.381 -1.739 0.657
H -1.672 -1.381 -1.207
*
```

8.
Below is a 2-piece molecular cluster, C5H12NO overall, with properties calculated with ωB97M-V with the def2-TZVPD basis set.

Calculated values
Max |F| in eV/Å: 0.8
Gap between HOMO and LUMO in eV: 10.1
Relative energy (zero: lowest compared OMol25 entry of this formula, charge and spin) in eV: 1.214
LUMO energy in eV: -3.20
HOMO energy in eV: -13.283
Calculated total energy in eV: -8909.41496

```
! RIJCOSX wB97M-V def2-TZVPD def2/J DEFGRID3
* xyz 1 1
C -0.173 -1.330 -2.375
C 1.096 -1.461 -2.704
N -0.530 -0.960 -0.989
H -1.040 -1.513 -2.989
H 1.318 -1.745 -3.722
H 1.876 -1.325 -1.970
H 0.223 -1.116 -0.282
H -0.717 0.044 -0.879
H -1.338 -1.457 -0.616
C -1.356 0.410 2.036
C -0.128 0.711 1.623
O 0.768 -0.316 1.323
C 0.413 2.095 1.437
H -2.033 1.236 2.183
H -1.662 -0.613 2.195
H 1.657 -0.019 1.571
H -0.328 2.811 1.781
H 1.336 2.254 1.995
H 0.617 2.294 0.382
*
```

9.
Below is an isolated ion of composition C5H12NO and charge +1 in a non-equilibrium geometry, with properties calculated with ωB97M-V with the def2-TZVPD basis set.

Calculated values
SMILES: C[N@@H+]1CC[C@]1(C)O
Max |F| in eV/Å: 5.7
Gap between HOMO and LUMO in eV: 12.3
Relative energy (zero: lowest compared OMol25 entry of this formula, charge and spin) in eV: 1.933
LUMO energy in eV: -3.04
HOMO energy in eV: -15.346
Calculated total energy in eV: -8908.69659

```
! RIJCOSX wB97M-V def2-TZVPD def2/J DEFGRID3
* xyz 1 1
C 1.639 1.344 -0.198
N 0.675 0.315 0.466
C 0.837 -1.249 0.236
C -0.278 -1.210 -0.717
C -0.665 0.115 -0.114
C -1.670 0.001 0.978
O -1.057 1.307 -1.111
H 2.547 1.067 0.301
H 1.709 1.048 -1.283
H 1.215 2.352 -0.052
H 0.450 0.653 1.446
H 0.694 -1.825 1.117
H 1.722 -1.637 -0.269
H 0.090 -1.199 -1.690
H -0.985 -2.010 -0.728
H -1.276 -0.752 1.616
H -2.689 -0.232 0.599
H -1.663 0.987 1.365
H -1.294 0.926 -1.961
*
```

10.
Below is a 2-piece molecular cluster, C5H12NO overall in a non-equilibrium geometry, with properties calculated with ωB97M-V with the def2-TZVPD basis set.

Calculated values
Max |F| in eV/Å: 1.1
Gap between HOMO and LUMO in eV: 9.5
Relative energy (zero: lowest compared OMol25 entry of this formula, charge and spin) in eV: 1.570
LUMO energy in eV: -4.83
HOMO energy in eV: -14.360
Calculated total energy in eV: -8909.05945

```
! RIJCOSX wB97M-V def2-TZVPD def2/J DEFGRID3
* xyz 1 1
C 0.251 2.872 1.666
C -0.774 1.728 1.482
C -0.871 1.253 0.069
C -0.022 0.423 -0.530
N 0.800 -0.515 0.210
C 0.688 -1.773 0.056
H 0.253 3.053 2.733
H -0.013 3.746 1.067
H 1.244 2.639 1.273
H -1.770 2.014 1.805
H -0.490 0.992 2.244
H -1.648 1.665 -0.560
H 0.078 0.288 -1.578
H 1.430 -0.199 0.944
H -0.057 -2.130 -0.650
H 1.325 -2.393 0.676
H -0.405 -2.571 -3.145
H -0.726 -3.969 -2.878
O -0.130 -3.279 -2.541
*
```

> Among the records above, which one has the lowest calculated total energy?

number 1

> What is the formula in the third record?

C5H12NO

Please write out number 3 again, unchanged.
Below is a 2-piece molecular cluster, C5H12NO overall in a non-equilibrium geometry, with properties calculated with ωB97M-V with the def2-TZVPD basis set.

Calculated values
Max |F| in eV/Å: 2.2
Gap between HOMO and LUMO (spin up / spin down) in eV: 2.5 / 6.7
Relative energy (zero: lowest compared OMol25 entry of this formula, charge and spin) in eV: 0.437
LUMO energy (spin up / spin down) in eV: 6.92 / 6.80
HOMO energy (spin up / spin down) in eV: 4.455 / 0.109
Calculated total energy in eV: -8912.22043

```
! RIJCOSX wB97M-V def2-TZVPD def2/J DEFGRID3
* xyz -2 2
C -0.141 -0.043 -2.365
O -1.233 0.256 -1.543
C 1.183 0.470 -1.751
H -0.248 0.364 -3.394
H -0.069 -1.154 -2.546
H 2.058 0.218 -2.360
H 1.283 -0.017 -0.712
H 1.090 1.576 -1.636
C -0.675 1.116 1.411
C -0.299 -0.350 1.556
C 0.441 -0.881 2.551
N -0.843 -1.114 0.530
H -1.617 1.161 0.867
H 0.098 1.614 0.807
H -0.801 1.679 2.360
H 0.695 -1.904 2.625
H 0.816 -0.253 3.391
H -1.016 -0.602 -0.436
H -0.722 -2.133 0.646
*
```